[1]
# C28H33Br2F6IN2O6PS

3 unconnected molecules or ions with the total composition C28H33Br2F6IN2O6PS (ωB97M-V with the def2-TZVPD basis set, OMol25).

Structure (XYZ):
```
80
Properties=species:S:1:pos:R:3:lowdin_charge:R:1
C 0.559 4.217 -2.735 -0.11
C 0.074 4.403 -1.303 -0.26
C -1.369 3.946 -1.057 -0.21
C -1.723 2.554 -1.580 -0.18
C -1.470 1.439 -0.538 -0.11
C -0.665 0.272 -1.040 -0.10
C -0.976 -0.357 -2.207 -0.08
C -2.128 0.116 -3.085 -0.75
O -1.782 0.478 -4.228 -0.04
O -3.250 0.093 -2.565 0.00
C -0.199 -1.461 -2.670 -0.32
P -0.567 -2.338 -4.215 0.40
S -0.346 -4.283 -4.136 0.05
C 0.874 -1.917 -1.961 -0.04
C 1.218 -1.293 -0.756 -0.18
N 2.293 -1.746 -0.057 0.15
C 2.589 -1.168 1.067 -0.30
C 3.791 -1.607 1.873 -0.65
I 5.098 -2.879 0.728 0.85
C 3.416 -2.319 3.190 -0.33
C 4.280 -1.840 4.349 -0.11
C 1.805 -0.068 1.537 -0.29
C 2.140 0.674 2.787 -0.69
Br 1.182 0.211 4.343 0.78
C 3.019 1.671 2.760 -0.77
C 3.768 2.131 1.551 -0.12
Br 3.444 2.682 4.303 0.72
N 0.790 0.402 0.872 0.21
C 0.446 -0.200 -0.298 -0.12
H -0.173 4.580 -3.458 0.08
H 1.513 4.718 -2.901 0.06
H 0.715 3.160 -2.962 0.07
H 0.763 3.915 -0.607 0.10
H 0.122 5.470 -1.059 0.10
H -1.573 4.014 0.014 0.11
H -2.028 4.678 -1.537 0.10
H -1.182 2.318 -2.493 0.09
H -2.778 2.535 -1.857 0.08
H -2.419 1.044 -0.169 0.13
H -0.966 1.870 0.325 0.09
H 0.322 -1.765 -5.134 -0.01
H -1.817 -1.900 -4.636 -0.01
H 1.456 -2.766 -2.299 0.09
H 4.402 -0.730 2.086 0.06
H 2.352 -2.208 3.394 0.07
H 3.593 -3.384 3.064 0.04
H 4.115 -0.784 4.569 0.05
H 4.116 -2.433 5.248 0.07
H 5.332 -1.965 4.075 0.07
H 3.505 1.557 0.666 0.08
H 3.530 3.178 1.359 0.08
H 4.845 2.059 1.707 0.08
C -4.328 2.675 -4.126 -0.06
C -5.055 3.772 -3.391 -0.18
O -5.328 4.926 -4.240 0.04
C -6.376 4.847 -5.027 -0.42
O -7.173 3.961 -5.123 0.16
C -6.502 6.156 -5.839 -0.55
F -5.333 6.529 -6.367 0.16
F -6.931 7.148 -5.041 0.15
F -7.380 6.015 -6.827 0.16
H -3.407 3.051 -4.571 0.09
H -4.065 1.867 -3.434 0.05
H -4.942 2.255 -4.923 0.09
H -4.439 4.177 -2.590 0.11
H -5.995 3.428 -2.962 0.13
C 0.436 -6.327 6.840 -0.06
C 0.297 -6.077 5.355 -0.19
O 1.579 -5.829 4.742 0.03
C 2.311 -6.895 4.464 -0.40
O 2.036 -8.040 4.664 0.17
C 3.611 -6.445 3.766 -0.55
F 4.179 -5.426 4.421 0.16
F 3.326 -6.049 2.524 0.16
F 4.485 -7.443 3.710 0.18
H 0.952 -5.495 7.319 0.08
H -0.551 -6.433 7.290 0.08
H 1.003 -7.237 7.034 0.08
H -0.279 -5.175 5.162 0.13
H -0.189 -6.909 4.847 0.13
```

* orbital gap: 7.44 eV
* total energy: -8432.32646 a.u.
* net charge: -1
* 2S+1: 1
* HOMO level: -0.2185 Eh

***

[2]
# C13H29N2O6RuSe2

A molecular structure, C13H29N2O6RuSe2 (ωB97M-V with the def2-TZVPD basis set, OMol25).

Structure (XYZ):
```
53
Properties=species:S:1:pos:R:3:mulliken_spin:R:1
Ru 0.964 0.080 -0.008 0.70
C 0.868 -1.952 3.029 0.00
Se 2.072 -1.268 1.669 -0.01
C 2.853 0.165 2.724 0.00
C 1.828 1.109 3.305 0.00
Se 0.612 1.839 1.960 0.11
C -1.022 1.655 2.991 -0.01
H 1.445 -2.205 3.917 0.00
H 0.406 -2.846 2.620 0.00
H 0.096 -1.226 3.271 0.00
H 3.513 0.659 2.015 0.00
H 3.435 -0.299 3.520 0.00
H 2.332 1.949 3.783 0.00
H 1.212 0.618 4.057 0.00
H -1.041 2.386 3.796 0.01
H -1.104 0.649 3.399 0.00
H -1.835 1.842 2.293 0.00
C -2.776 4.686 -0.800 0.00
O -1.754 4.089 -1.602 0.00
C -1.204 2.974 -1.065 0.00
O -1.518 2.518 0.002 0.00
N -0.294 2.498 -1.960 0.00
N 0.660 1.500 -1.666 0.00
H -3.196 5.483 -1.406 0.00
H -2.352 5.093 0.117 0.00
H -3.541 3.955 -0.547 0.00
H -0.029 3.141 -2.688 0.00
H 1.538 1.943 -1.349 0.00
H 0.833 0.997 -2.525 0.00
C -2.326 -1.819 1.632 0.00
O -1.273 -2.302 0.793 0.00
C -0.830 -1.428 -0.137 0.00
O -1.365 -0.313 -0.251 0.08
H -2.455 -2.570 2.407 0.00
H -3.246 -1.705 1.060 0.00
H -2.066 -0.855 2.063 0.00
O 2.843 0.221 -0.495 0.01
O 2.596 1.505 0.042 0.17
C 1.610 -1.595 -3.089 0.00
C 0.313 -2.032 -2.401 -0.04
C -0.884 -1.345 -3.059 0.00
C 0.184 -3.549 -2.612 0.00
C 0.367 -1.795 -0.874 -0.01
H 1.660 -2.013 -4.099 0.00
H 2.486 -1.925 -2.532 0.00
H 1.683 -0.515 -3.200 0.00
H -0.881 -1.544 -4.135 0.00
H -0.861 -0.265 -2.904 0.00
H -1.828 -1.714 -2.652 0.00
H 0.105 -3.788 -3.675 0.00
H -0.704 -3.940 -2.107 0.00
H 1.058 -4.070 -2.212 0.00
H 0.813 -2.676 -0.414 0.00
```

* orbital gap (alpha / beta): 7.14 / 7.65 eV
* total energy: -5971.28655 a.u.
* ⟨S²⟩: 0.758
* net charge: 0
* 2S+1: 2
* HOMO level (alpha / beta): -0.2463 / -0.2653 Eh
* energy above the lowest of the compared OMol25 structures with the same formula, charge and spin: 47.01 kJ/mol

***

[3]
# C4H3NOS2

A single C4H3NOS2 molecule in a non-equilibrium geometry (ωB97M-V with the def2-TZVPD basis set, OMol25).

Structure (XYZ):
```
11
Properties=species:S:1:pos:R:3:lowdin_charge:R:1
C 0.415 0.135 -0.149 -0.79
C -0.508 0.666 -1.265 -0.42
C -0.750 -0.350 0.779 -0.72
C 1.275 1.203 0.450 -0.24
H 1.568 -1.806 0.665 -0.08
H -0.376 1.811 -1.410 0.13
H -0.574 0.082 -2.137 0.05
N 1.914 2.069 0.730 0.18
O -0.865 -1.079 1.688 0.09
S 1.412 -1.325 -0.617 0.82
S -2.017 0.334 -0.297 0.97
```

* structure (SMILES): N#C[C@]1(S)CSC1=O
* orbital gap: 10.18 eV
* total energy: -1080.54981 a.u.
* net charge: 0
* 2S+1: 1
* HOMO level: -0.3692 Eh
* energy above the lowest of the compared OMol25 structures with the same formula, charge and spin: 103.56 kJ/mol

***

[4]
# C4H10NOP

A single C4H10NOP molecule in a non-equilibrium geometry (ωB97M-V with the def2-TZVPD basis set, OMol25).

Structure (XYZ):
```
17
Properties=species:S:1:pos:R:3:lowdin_charge:R:1
C -0.060 -0.860 1.285 -0.24
C -0.949 -0.288 0.170 -0.34
C 1.424 -1.055 0.887 -0.26
C -0.646 1.100 -1.799 -0.12
N -0.254 0.849 -0.349 -0.24
O 2.337 0.333 -1.577 -0.39
P 1.688 0.376 -0.243 0.79
H -0.246 -0.175 2.176 0.12
H -0.469 -1.925 1.541 0.14
H -1.193 -1.068 -0.538 0.11
H -1.873 0.000 0.452 0.07
H 1.890 -1.046 1.852 0.08
H 1.512 -1.940 0.321 0.07
H -0.366 0.313 -2.524 0.08
H -1.754 0.878 -1.612 0.09
H -0.394 2.072 -2.096 0.05
H 2.014 1.362 0.584 0.00
```

* structure (SMILES): CN1CCC[P@H]1=O
* orbital gap: 9.86 eV
* total energy: -629.71825 a.u.
* net charge: 0
* 2S+1: 1
* HOMO level: -0.3272 Eh
* energy above the lowest of the compared OMol25 structures with the same formula, charge and spin: 141.05 kJ/mol

***

[5]
# C4H9NO

2 unconnected molecules or ions with the total composition C4H9NO in a non-equilibrium geometry (ωB97M-V with the def2-TZVPD basis set, OMol25).

Structure (XYZ):
```
15
Properties=species:S:1:pos:R:3:lowdin_charge:R:1
C 2.427 -1.190 -0.424 -0.03
C 1.118 -1.435 -0.150 -0.32
N 0.180 -1.936 -1.076 0.04
H 2.640 -0.524 -1.253 0.04
H 3.120 -1.716 0.222 0.04
H 0.732 -1.414 0.862 0.08
H 0.652 -2.260 -1.913 0.07
H -0.481 -1.201 -1.341 0.07
C -0.836 1.723 -0.568 -0.01
C -0.886 1.570 0.744 -0.29
O -1.977 1.283 1.506 0.00
H 0.131 1.975 -0.986 0.05
H -1.547 2.139 -1.270 0.06
H -0.030 1.847 1.355 0.12
H -1.692 0.793 2.283 0.10
```

* structure (SMILES): C=CN.C=CO
* orbital gap: 8.91 eV
* total energy: -287.67262 a.u.
* net charge: 0
* 2S+1: 1
* HOMO level: -0.3001 Eh
* energy above the lowest of the compared OMol25 structures with the same formula, charge and spin: 419.63 kJ/mol

***

[6]
# C4H9N3O

A single C4H9N3O molecule in a non-equilibrium geometry (ωB97M-V with the def2-TZVPD basis set, OMol25).

Structure (XYZ):
```
17
Properties=species:S:1:pos:R:3:lowdin_charge:R:1
C 0.955 -0.685 0.595 -0.10
N -1.317 0.118 0.236 -0.05
C -0.234 0.139 1.075 -0.46
C 1.370 -0.421 -0.788 -0.19
N -2.467 0.888 0.467 0.02
C 2.091 0.236 -1.622 0.06
O 0.176 -0.991 -1.952 -0.20
N -0.124 0.721 2.202 0.12
H 0.003 -1.936 -1.845 0.06
H -1.183 -0.166 -0.730 0.10
H -2.958 0.538 1.286 0.08
H -2.225 1.865 0.625 0.08
H -0.968 1.218 2.480 0.03
H 0.729 -1.748 0.721 0.13
H 1.795 -0.429 1.246 0.13
H 2.970 0.830 -1.447 0.07
H 1.386 -0.175 -2.548 0.14
```

* structure (SMILES): [H]/N=C(/CC(=C)O)NN
* orbital gap: 10.07 eV
* total energy: -397.17831 a.u.
* net charge: 0
* 2S+1: 1
* HOMO level: -0.3406 Eh
* energy above the lowest of the compared OMol25 structures with the same formula, charge and spin: 452.47 kJ/mol